[1]
{"formula": "C24H23Cl3N5O3SScSe4", "method": "wB97M-V/def2-TZVPD", "orbital_gap_ha": 0.20488, "e_homo_ev": -6.5, "species": ["Sc", "Se", "Se", "Se", "Se", "N", "C", "C", "C", "C", "N", "C", "C", "H", "H", "H", "H", "Cl", "C", "C", "C", "C", "C", "C", "N", "C", "C", "N", "C", "O", "C", "C", "C", "Cl", "S", "C", "C", "C", "Cl", "C", "H", "H", "H", "H", "H", "H", "H", "H", "H", "H", "H", "H", "H", "N", "C", "C", "O", "O", "H", "H", "H", "H", "H", "H"], "positions_angstrom": [[0.00, 0.00, 0.00], [-1.37, 0.56, 2.19], [-3.09, 2.03, 1.47], [-3.97, 0.30, 0.11], [-2.16, 0.60, -1.40], [-2.26, -7.15, 0.38], [-1.91, -6.05, 0.32], [-1.48, -4.68, 0.25], [-0.95, -4.17, -0.93], [-0.55, -2.85, -0.95], [-0.64, -2.03, 0.12], [-1.16, -2.55, 1.26], [-1.59, -3.86, 1.37], [-0.85, -4.79, -1.82], [-0.13, -2.40, -1.84], [-1.22, -1.86, 2.09], [-1.99, -4.22, 2.31], [-0.59, -7.51, -6.37], [0.52, -6.49, -5.56], [0.12, -5.22, -5.14], [1.02, -4.39, -4.48], [2.35, -4.79, -4.23], [3.33, -3.88, -3.49], [3.34, -2.37, -3.82], [2.28, -1.55, -3.27], [1.32, -0.89, -3.98], [0.56, -0.23, -3.03], [1.07, -0.45, -1.78], [2.14, -1.19, -1.96], [3.47, -4.12, -2.08], [2.30, -4.44, -1.32], [2.10, -5.92, -1.17], [3.03, -6.82, -0.68], [4.62, -6.49, -0.13], [2.49, -8.42, -0.66], [0.96, -7.97, -1.27], [0.88, -6.61, -1.49], [2.72, -6.08, -4.66], [4.30, -6.73, -4.38], [1.82, -6.92, -5.32], [-0.90, -4.89, -5.31], [0.64, -3.43, -4.13], [4.32, -4.16, -3.88], [3.34, -2.22, -4.90], [4.27, -1.93, -3.43], [1.24, -0.94, -5.06], [-0.31, 0.39, -3.19], [2.83, -1.50, -1.18], [1.41, -3.95, -1.72], [2.46, -4.02, -0.32], [0.19, -8.71, -1.44], [-0.01, -6.13, -1.87], [2.13, -7.91, -5.64], [4.15, 1.26, 0.33], [2.70, 1.06, 0.67], [1.85, 2.11, -0.08], [2.62, 2.99, -0.58], [0.62, 1.94, -0.12], [4.80, 1.19, 1.11], [4.13, 2.25, -0.02], [4.42, 0.71, -0.49], [2.60, 1.20, 1.75], [2.44, 0.03, 0.39], [1.50, -0.42, 1.01]]}

[2]
{"formula": "C24H23ClGdN2OP", "method": "wB97M-V/def2-TZVPD", "charge": 2, "orbital_gap_ha": [0.28122, 0.21804], "e_homo_ev": [-14.5, -14.5], "spin_multiplicity": 8, "species": ["Gd", "Cl", "P", "C", "C", "C", "C", "C", "C", "C", "C", "C", "C", "C", "C", "C", "C", "C", "C", "C", "C", "H", "H", "H", "H", "H", "H", "H", "H", "H", "H", "H", "H", "H", "H", "H", "H", "H", "N", "C", "O", "C", "C", "C", "C", "N", "C", "H", "H", "H", "H", "H", "H"], "positions_angstrom": [[-0.10, -0.03, -0.30], [-1.99, 0.38, 1.19], [2.47, -0.60, -0.63], [3.03, 0.57, -1.83], [3.86, 0.02, -2.82], [4.51, 0.90, -3.67], [4.28, 2.28, -3.61], [3.38, 2.78, -2.66], [2.76, 1.95, -1.74], [2.96, -0.16, 1.05], [2.40, -0.77, 2.19], [2.91, -0.44, 3.45], [4.00, 0.44, 3.58], [4.57, 1.00, 2.43], [4.07, 0.70, 1.16], [2.63, -2.31, -0.94], [1.53, -3.19, -1.14], [1.84, -4.54, -1.22], [3.16, -5.01, -1.18], [4.21, -4.09, -1.03], [3.96, -2.73, -0.88], [1.59, -1.51, 2.11], [2.48, -0.88, 4.35], [4.43, 0.66, 4.55], [5.43, 1.66, 2.50], [4.52, 1.10, 0.25], [3.98, -1.06, -2.86], [5.20, 0.48, -4.38], [4.82, 2.94, -4.30], [3.19, 3.85, -2.64], [2.09, 2.36, -0.97], [0.49, -2.83, -1.24], [1.03, -5.26, -1.31], [3.40, -6.07, -1.27], [5.24, -4.41, -1.01], [4.74, -1.99, -0.72], [3.26, -1.47, -6.25], [3.09, -2.20, -6.08], [-5.48, -1.61, -3.65], [-4.61, -1.57, -2.59], [-4.87, -2.07, -1.50], [-3.28, -0.91, -2.93], [-2.95, -0.42, -4.21], [-1.73, 0.20, -4.50], [-0.77, 0.28, -3.50], [-1.09, -0.17, -2.24], [-2.30, -0.79, -1.96], [-6.41, -1.96, -3.45], [-5.37, -1.00, -4.45], [-3.69, -0.52, -5.00], [-1.54, 0.59, -5.51], [0.23, 0.68, -3.63], [-2.40, -1.14, -0.90]]}

[3]
{"formula": "C24H23ClN4O", "method": "wB97M-V/def2-TZVPD", "orbital_gap_ha": 0.30587, "smiles": "O=C1C[C@H](c2cccc(Cl)c2)Cc2nc(N3CCN(c4ccccc4)CC3)ncc21", "e_homo_ev": -7.9, "species": ["O", "C", "C", "C", "C", "C", "C", "C", "C", "Cl", "C", "C", "C", "N", "C", "N", "C", "C", "N", "C", "C", "C", "C", "C", "C", "C", "C", "N", "C", "C", "H", "H", "H", "H", "H", "H", "H", "H", "H", "H", "H", "H", "H", "H", "H", "H", "H", "H", "H", "H", "H", "H", "H"], "positions_angstrom": [[2.64, 3.05, -2.01], [2.24, 2.77, -0.90], [3.12, 2.86, 0.33], [2.87, 1.69, 1.30], [3.27, 0.40, 0.61], [2.36, -0.49, 0.05], [2.81, -1.62, -0.62], [4.16, -1.89, -0.74], [5.06, -1.01, -0.16], [6.76, -1.33, -0.27], [4.63, 0.12, 0.51], [1.41, 1.73, 1.77], [0.45, 1.88, 0.63], [-0.80, 1.55, 0.86], [-1.67, 1.63, -0.16], [-2.96, 1.37, 0.10], [-3.38, 0.80, 1.36], [-4.02, -0.58, 1.07], [-3.52, -1.16, -0.15], [-2.35, -1.90, -0.16], [-1.51, -2.00, 0.96], [-0.40, -2.82, 0.93], [-0.09, -3.57, -0.19], [-0.91, -3.47, -1.30], [-2.02, -2.65, -1.29], [-3.90, -0.38, -1.31], [-3.89, 1.13, -0.98], [-1.35, 2.00, -1.41], [-0.11, 2.35, -1.63], [0.87, 2.34, -0.63], [2.89, 3.80, 0.84], [4.16, 2.89, 0.02], [3.52, 1.82, 2.17], [1.30, -0.33, 0.13], [2.08, -2.29, -1.06], [4.51, -2.76, -1.27], [5.35, 0.79, 0.94], [1.28, 2.59, 2.43], [1.15, 0.84, 2.34], [-4.10, 1.46, 1.84], [-2.49, 0.72, 1.99], [-3.86, -1.27, 1.90], [-5.11, -0.47, 0.95], [-1.70, -1.42, 1.85], [0.24, -2.87, 1.81], [0.77, -4.22, -0.19], [-0.69, -4.05, -2.19], [-2.66, -2.63, -2.16], [-3.19, -0.57, -2.12], [-4.90, -0.68, -1.65], [-4.88, 1.47, -0.65], [-3.58, 1.71, -1.85], [0.14, 2.66, -2.63]]}

[4]
{"formula": "C24H23F12N6O5W", "method": "wB97M-V/def2-TZVPD", "charge": 1, "orbital_gap_ha": 0.25012, "e_homo_ev": -10.9, "species": ["W", "C", "C", "C", "C", "C", "N", "C", "C", "C", "C", "C", "C", "C", "C", "O", "C", "F", "F", "F", "C", "F", "F", "F", "C", "C", "C", "O", "C", "F", "F", "F", "C", "F", "F", "F", "H", "H", "H", "H", "H", "H", "H", "H", "H", "H", "H", "H", "N", "N", "C", "N", "N", "N", "O", "O", "H", "H", "H", "H", "H", "C", "O", "C", "C", "H", "H", "H", "H", "H", "H"], "positions_angstrom": [[0.27, 1.14, -0.70], [1.21, 0.26, 5.90], [0.76, 0.05, 4.48], [-0.58, -0.07, 4.15], [-0.97, -0.22, 2.83], [-0.05, -0.24, 1.80], [-0.46, -0.35, 0.42], [-1.17, -1.53, 0.06], [-1.30, -2.57, 0.97], [-2.00, -3.72, 0.67], [-2.61, -3.90, -0.57], [-3.37, -5.15, -0.91], [-2.44, -2.89, -1.50], [-1.73, -1.73, -1.22], [-1.57, -0.70, -2.31], [-0.43, 0.09, -2.06], [-1.28, -1.29, -3.71], [-0.79, -0.34, -4.52], [-2.35, -1.81, -4.30], [-0.34, -2.25, -3.62], [-2.82, 0.24, -2.36], [-3.91, -0.40, -2.77], [-2.61, 1.29, -3.16], [-3.06, 0.71, -1.12], [1.32, -0.14, 2.12], [1.70, 0.00, 3.45], [2.34, -0.16, 0.99], [1.99, 0.78, 0.00], [3.78, 0.25, 1.40], [3.76, 1.41, 2.06], [4.34, -0.67, 2.19], [4.55, 0.43, 0.32], [2.43, -1.62, 0.35], [1.65, -1.73, -0.74], [2.04, -2.53, 1.23], [3.67, -1.93, -0.05], [0.43, -0.02, 6.61], [1.46, 1.31, 6.07], [2.11, -0.32, 6.12], [-1.33, -0.04, 4.93], [-2.02, -0.33, 2.59], [-0.83, -2.49, 1.94], [-2.08, -4.50, 1.42], [-3.72, -5.66, -0.01], [-2.74, -5.85, -1.47], [-4.24, -4.92, -1.53], [-2.88, -3.01, -2.48], [2.74, 0.07, 3.71], [2.34, 0.30, -2.60], [2.35, 1.29, -3.58], [1.56, 2.36, -3.41], [1.53, 3.23, -4.44], [0.90, 2.51, -2.27], [-0.20, 3.57, -2.41], [-0.82, 2.62, -0.43], [0.20, 4.66, -2.33], [3.26, 0.22, -2.17], [2.05, -0.59, -2.99], [2.89, 1.18, -4.42], [1.90, 2.98, -5.33], [0.98, 4.07, -4.39], [-2.28, 2.32, 1.72], [-0.90, 2.70, 1.87], [-0.11, 2.52, 0.81], [1.13, 3.44, 0.88], [-2.82, 3.07, 1.14], [-2.69, 2.26, 2.72], [-2.38, 1.35, 1.22], [0.85, 4.33, 1.44], [1.46, 3.74, -0.11], [1.94, 2.95, 1.40]]}